The following is a DFT calculation (wB97M-V/def2-TZVPD) of 3 unconnected molecules or ions with the total composition C4H13NO3S in a non-equilibrium geometry.

## Properties
LUMO level: 0.038 eV
DFT total energy: -838.84121 Eh
SMILES string: O=CNCCCS.O.O
2S+1: 1
Energy above the lowest of the compared OMol25 structures with the same formula, charge and spin: 164.1 kJ/mol

Last column: Löwdin charge in e.
Cartesian coordinates (Å):
O -0.772 -0.994 -3.831  0.0158
C -0.151 -0.697 -2.838  -0.3536
N -0.485 -1.273 -1.630  0.0148
C 0.475 -1.171 -0.496  -0.2413
C -0.129 -1.532 0.857  -0.2296
C -1.106 -0.411 1.265  -0.5401
S -0.695 0.556 2.764  0.6910
H 0.660 0.065 -2.817  0.1398
H -0.935 -2.173 -1.579  0.1309
H 1.358 -1.758 -0.820  0.1250
H 0.837 -0.133 -0.618  0.0749
H -0.633 -2.489 0.715  0.1045
H 0.720 -1.660 1.530  0.1029
H -0.965 0.364 0.517  0.0383
H -2.093 -0.832 1.311  0.0674
H -0.877 -0.440 3.609  -0.1671
O 2.479 1.057 0.173  -0.0608
H 2.457 1.353 1.095  0.0469
H 2.229 1.917 -0.191  0.0417
O -1.154 3.429 0.281  -0.0597
H -0.544 3.130 -0.386  0.0147
H -0.676 3.694 1.088  0.0437

The following is a DFT calculation (wB97M-V/def2-TZVPD) of a molecular structure, C4H6CsO3 in a non-equilibrium geometry.

## Properties
Total charge: +1
LUMO level: -4.310 eV
DFT total energy: -401.66220 Eh
2S+1: 1
Energy above the lowest of the compared OMol25 structures with the same formula, charge and spin: 139.5 kJ/mol

Last column: Löwdin charge in e.
Cartesian coordinates (Å):
Cs 2.862 -7.134 0.143  0.9954
C 1.185 -0.113 0.124  -0.0333
C 0.141 0.972 -0.055  -0.3847
C -0.915 0.597 -1.045  -0.1051
O -2.095 0.907 -0.328  0.0820
C -1.823 1.065 1.000  -0.5148
O -2.597 1.159 1.907  0.1748
O -0.483 1.175 1.147  0.1010
H 1.869 -0.179 -0.722  0.0869
H 0.848 -1.088 0.475  0.0864
H 1.878 0.185 0.911  0.0837
H 0.661 1.880 -0.361  0.1585
H -0.842 -0.481 -1.191  0.1260
H -0.688 1.055 -2.007  0.1433

- Look up the DFT total energy of the second one.
  -401.66220 Eh

- What is the DFT total energy in the second record?
  -401.66220 Eh